[1]
# C33H37ClN4Sn

A structure of composition C33H37ClN4Sn (the ωB97M-V functional and the def2-TZVPD basis, the OMol25 dataset).

Structure (ORCA input):
```
! wB97M-V def2-TZVPD RIJCOSX def2/J DEFGRID3
* xyz -2 1
Sn -0.135 -0.687 0.237
N 1.087 -3.304 4.133
N -0.428 -3.233 -1.936
C 1.240 2.088 0.330
C 2.308 1.204 0.630
C 2.260 0.916 2.042
C 3.136 0.057 2.745
H 3.966 -0.384 2.204
H 2.250 -1.422 3.173
H 3.229 0.191 3.823
C 1.062 1.521 2.558
C 0.631 1.427 3.971
H 1.157 2.179 4.582
H 0.862 0.440 4.395
H -0.446 1.605 4.080
C 0.483 2.297 1.531
C -0.579 3.316 1.720
H -1.428 2.906 2.283
H -0.935 3.688 0.753
H -0.190 4.181 2.286
C 3.426 0.822 -0.263
H 4.234 1.567 -0.170
H 3.123 0.788 -1.318
H 3.853 -0.153 0.004
C 1.082 2.818 -0.956
H 0.040 3.116 -1.128
H 1.409 2.201 -1.806
H 1.705 3.732 -0.949
C 0.220 -3.998 4.829
H 0.408 -4.184 5.896
C -0.984 -4.483 4.242
H -1.671 -5.084 4.833
C -1.258 -4.229 2.892
H -2.089 -4.699 2.343
C -0.389 -3.384 2.192
H -0.481 -3.146 1.130
C 0.733 -2.846 2.888
C 1.512 -1.765 2.433
H 1.758 -1.755 1.349
C -0.526 -1.909 -1.882
C 0.643 -3.520 -2.756
H 1.362 -4.336 -2.591
C 0.735 -2.507 -3.645
H 1.086 -2.568 -4.677
N 0.087 -1.414 -3.061
C 0.014 -0.115 -3.589
C 1.060 0.346 -4.421
C 0.875 1.544 -5.126
H 1.660 1.879 -5.811
C -0.267 2.324 -4.959
C -0.471 3.544 -5.816
H -1.006 4.331 -5.276
H -1.057 3.308 -6.715
H 0.492 3.941 -6.157
C -1.214 1.928 -4.011
H -2.061 2.583 -3.813
C -1.115 0.699 -3.345
C -2.178 0.290 -2.381
H -2.539 -0.733 -2.546
H -3.032 0.979 -2.434
H -1.822 0.361 -1.332
C 2.380 -0.340 -4.465
H 2.325 -1.375 -4.809
H 2.868 -0.332 -3.478
H 3.031 0.174 -5.179
Cl -5.774 0.812 1.423
C -4.346 0.194 2.142
C -4.413 -0.547 3.325
C -3.215 -1.002 3.874
C -2.019 -0.726 3.207
N -1.967 -0.151 1.991
C -3.108 0.411 1.516
H -5.377 -0.748 3.785
H -3.180 -1.588 4.792
H -1.057 -1.036 3.636
H -3.037 0.999 0.603
*
```

E_LUMO (alpha / beta) = 4.1 / 4.1 eV
Kohn-Sham gap (alpha / beta) = 0.1290 / 0.1157 Eh
Calculated total energy = -59127.79168 eV

Atomic partial charges in e from the Löwdin method, atoms 1 to 5:
1. Sn 1.4665
2. N 0.0481
3. N -0.0149
4. C -0.3449
5. C -0.3393



[2]
# C6H8

An isolated molecule of C6H8 (the ωB97M-V functional and the def2-TZVPD basis, the OMol25 dataset).

Structure (ORCA input):
```
! wB97M-V def2-TZVPD RIJCOSX def2/J DEFGRID3
* xyz 0 1
C 2.583 -0.407 0.422
C 1.414 -0.203 0.211
C 0.007 0.076 -0.010
C -0.297 1.495 -0.465
C -0.847 -1.030 -0.580
C -0.961 -0.686 0.871
H 3.616 -0.591 0.616
H -1.351 1.741 -0.300
H -0.087 1.596 -1.536
H 0.317 2.225 0.070
H -0.365 -1.959 -0.870
H -1.649 -0.705 -1.238
H -1.855 -0.176 1.221
H -0.526 -1.376 1.587
*
```

Relative energy (zero: lowest compared OMol25 entry of this formula, charge and spin) = 1.698 eV
E_LUMO = 1.1 eV
Kohn-Sham gap = 0.3841 Eh
SMILES = C#CC1(C)CC1
Calculated total energy = -6349.08589 eV

Atomic partial charges in e from the natural (NBO) method, atoms 1 to 5:
1. C -0.2469
2. C 0.0010
3. C -0.1499
4. C -0.5828
5. C -0.3946



[3]
# C27H24ClIN6OPd

A structure of composition C27H24ClIN6OPd (the ωB97M-V functional and the def2-TZVPD basis, the OMol25 dataset).

Structure (ORCA input):
```
! wB97M-V def2-TZVPD RIJCOSX def2/J DEFGRID3
* xyz 2 5
Pd -0.172 -0.528 0.020
N -0.602 3.952 0.926
C -0.668 2.762 0.349
N -0.379 1.637 0.948
C 0.000 1.667 2.283
N 0.243 0.582 2.945
N 0.179 -0.548 2.188
C 0.404 -1.653 2.769
C 0.554 -2.855 1.949
C 0.884 -4.079 2.497
C 1.102 -5.154 1.645
C 1.005 -4.957 0.278
C 0.674 -3.694 -0.189
N 0.435 -2.674 0.629
C 0.139 2.949 2.959
C 0.591 3.065 4.279
C 0.719 4.308 4.853
C 0.399 5.456 4.122
C -0.044 5.363 2.821
C -0.170 4.103 2.248
H -0.869 4.770 0.399
H -0.988 2.728 -0.685
H 0.568 -1.676 3.842
H 0.985 -4.178 3.571
H 1.356 -6.127 2.044
H 1.184 -5.764 -0.421
H 0.600 -3.492 -1.251
H 0.834 2.165 4.827
H 1.069 4.399 5.873
H 0.504 6.432 4.579
H -0.289 6.252 2.252
Cl -4.201 -1.889 -5.607
C -3.317 -1.085 -4.408
C -2.950 0.237 -4.623
C -2.218 0.924 -3.680
I -1.722 2.901 -3.970
C -1.764 0.271 -2.475
O -1.070 0.838 -1.614
C -2.185 -1.116 -2.255
N -1.817 -1.679 -1.084
C -2.271 -2.887 -0.796
C -3.074 -3.622 -1.670
C -3.414 -3.077 -2.881
C -2.974 -1.780 -3.191
H -3.255 0.722 -5.541
H -1.999 -3.292 0.171
H -3.415 -4.607 -1.384
H -4.027 -3.624 -3.584
C 3.313 0.946 -2.443
C 2.300 0.792 -1.294
C 2.994 0.957 0.057
C 1.630 -0.549 -1.428
H 3.815 1.913 -2.367
H 2.827 0.888 -3.418
H 4.074 0.164 -2.390
H 1.552 1.582 -1.418
H 3.847 0.277 0.129
H 2.328 0.741 0.896
H 3.370 1.973 0.182
H 2.217 -1.393 -1.074
H 1.156 -0.738 -2.390
*
```

Relative energy (zero: lowest compared OMol25 entry of this formula, charge and spin) = 0.295 eV
E_LUMO (alpha / beta) = -6.2 / -8.1 eV
Kohn-Sham gap (alpha / beta) = 0.2614 / 0.2049 Eh
Calculated total energy = -63463.08347 eV

Atomic partial charges in e from the natural (NBO) method, atoms 1 to 5:
1. Pd 1.2423
2. N -0.5198
3. C 0.3542
4. N -0.6091
5. C 0.4400



[4]
# C6H12Br2S

A structure of composition C6H12Br2S (the ωB97M-V functional and the def2-TZVPD basis, the OMol25 dataset).

Structure (ORCA input):
```
! wB97M-V def2-TZVPD RIJCOSX def2/J DEFGRID3
* xyz 0 1
C 1.438 1.671 2.318
C 0.959 0.261 1.864
C -0.117 0.253 0.796
C 0.371 0.494 -0.647
C -0.798 0.261 -1.655
C -1.467 -1.549 -2.012
S -0.029 -2.469 -2.582
Br -2.409 -2.226 -0.425
Br -2.897 -1.356 -3.431
H 0.659 2.364 2.258
H 1.851 1.477 3.303
H 2.232 2.040 1.589
H 0.671 -0.392 2.708
H 1.829 -0.145 1.332
H -0.625 -0.693 0.789
H -0.841 0.996 1.116
H 0.620 1.547 -0.683
H 1.211 -0.262 -0.662
H -1.755 0.801 -1.221
H -0.486 0.506 -2.693
H -0.416 -3.578 -2.061
*
```

Relative energy (zero: lowest compared OMol25 entry of this formula, charge and spin) = 0.000 eV
E_LUMO = 0.0 eV
Kohn-Sham gap = 0.3496 Eh
Calculated total energy = -157334.58824 eV

Atomic partial charges in e from the natural (NBO) method, atoms 1 to 5:
1. C -0.6098
2. C -0.3905
3. C -0.4009
4. C -0.4542
5. C -0.3227



[5]
# C3H9NO

A cluster of 3 separate species, C3H9NO in total (the ωB97M-V functional and the def2-TZVPD basis, the OMol25 dataset).

Structure (ORCA input):
```
! wB97M-V def2-TZVPD RIJCOSX def2/J DEFGRID3
* xyz 0 1
C 1.131 -0.510 0.531
C -0.042 -0.105 0.020
C -1.368 -0.733 0.699
O -3.021 0.414 -0.989
N 3.372 0.647 -0.162
H 2.128 0.007 0.313
H 1.145 -1.105 1.407
H -0.002 0.382 -0.922
H -2.188 -0.242 -0.074
H -1.386 -1.854 0.501
H -1.463 -0.140 1.577
H -3.503 1.193 -0.836
H 3.394 1.482 0.324
H 4.115 0.521 -0.746
*
```

Relative energy (zero: lowest compared OMol25 entry of this formula, charge and spin) = 11.102 eV
E_LUMO = -4.5 eV
Kohn-Sham gap = 0.1500 Eh
Calculated total energy = -6783.95415 eV

Atomic partial charges in e from the natural (NBO) method, atoms 1 to 5:
1. C -0.2690
2. C -0.1382
3. C -0.5253
4. O -0.8541
5. N -0.9516



[6]
# C23H23BrF6N4O2PTa

A structure of composition C23H23BrF6N4O2PTa (the ωB97M-V functional and the def2-TZVPD basis, the OMol25 dataset).

Structure (ORCA input):
```
! wB97M-V def2-TZVPD RIJCOSX def2/J DEFGRID3
* xyz 3 2
Ta -0.583 -1.195 0.401
Br 1.674 -0.277 3.312
C 2.530 -1.387 2.068
C 3.810 -1.898 2.268
C 4.379 -2.641 1.254
C 3.696 -2.848 0.057
C 2.437 -2.320 -0.055
N 1.854 -1.605 0.945
C 1.616 -2.398 -1.286
O 1.906 -2.857 -2.326
O 0.406 -1.745 -1.035
H 4.338 -1.701 3.191
H 5.375 -3.045 1.385
H 4.136 -3.402 -0.762
C -5.771 -0.287 -2.335
C -4.524 -0.772 -2.669
C -3.464 -0.673 -1.759
C -3.628 -0.079 -0.492
C -2.598 0.049 0.459
C -2.798 0.720 1.681
C -4.056 1.200 1.996
C -5.118 1.036 1.094
C -4.918 0.432 -0.150
C -5.970 0.312 -1.079
H -6.593 -0.365 -3.034
H -4.365 -1.220 -3.641
H -2.477 -1.026 -2.050
H -2.011 0.848 2.410
H -4.207 1.686 2.951
H -6.112 1.375 1.364
H -6.950 0.691 -0.811
C 3.995 2.097 -2.134
C 3.729 0.623 -1.927
N 2.404 0.446 -1.320
C 1.741 1.373 -0.611
N 0.527 1.045 -0.102
C -0.308 2.082 0.532
C 0.134 3.479 0.152
C 1.623 3.580 0.395
N 2.310 2.556 -0.395
C 3.674 2.852 -0.864
H 3.371 2.475 -2.947
H 5.034 2.257 -2.413
H 4.489 0.186 -1.274
H 3.754 0.093 -2.877
H 1.867 -0.340 -1.613
H -0.251 1.965 1.620
H -1.337 1.918 0.230
H -0.398 4.221 0.746
H -0.083 3.662 -0.902
H 1.854 3.448 1.456
H 1.998 4.554 0.091
H 4.390 2.597 -0.077
H 3.756 3.924 -1.029
F -1.135 -3.889 0.087
P -1.560 -4.111 1.686
F -1.877 -4.052 3.192
F -0.086 -3.651 1.949
F -2.720 -3.124 1.345
F -1.081 -1.290 2.172
F -1.828 -5.578 1.482
*
```

Relative energy (zero: lowest compared OMol25 entry of this formula, charge and spin) = 4.092 eV
E_LUMO (alpha / beta) = -11.6 / -12.1 eV
Kohn-Sham gap (alpha / beta) = 0.2188 / 0.1989 Eh
Calculated total energy = -131445.58592 eV

Atomic partial charges in e from the Löwdin method, atoms 1 to 5:
1. Ta 2.0670
2. Br 0.8963
3. C -0.7018
4. C -0.0247
5. C 0.0328